Entry 1:
{"formula": "C20H60N4O12PdY", "method": "wB97M-V/def2-TZVPD", "species": ["Y", "Pd", "O", "C", "C", "O", "H", "H", "H", "H", "O", "C", "C", "O", "H", "H", "H", "H", "C", "C", "C", "O", "C", "N", "H", "H", "H", "H", "H", "H", "H", "H", "H", "H", "H", "C", "C", "C", "O", "C", "N", "H", "H", "H", "H", "H", "H", "H", "H", "H", "H", "H", "C", "C", "C", "O", "C", "N", "H", "H", "H", "H", "H", "H", "H", "H", "H", "H", "H", "C", "C", "C", "O", "C", "N", "H", "H", "H", "H", "H", "H", "H", "H", "H", "H", "H", "O", "H", "H", "O", "H", "H", "O", "H", "H", "O", "H", "H"], "positions_angstrom": [[-14.245, 0.236, -16.595], [-13.977, -1.106, -13.017], [-13.415, -1.745, -15.102], [-12.637, -2.614, -15.850], [-12.700, -2.560, -17.406], [-13.297, -1.442, -18.001], [-12.861, -3.611, -15.445], [-11.571, -2.506, -15.580], [-13.259, -3.453, -17.732], [-11.707, -2.800, -17.809], [-14.592, 0.695, -14.122], [-15.017, 2.046, -13.938], [-15.775, 2.685, -15.147], [-15.393, 2.283, -16.454], [-14.099, 2.622, -13.765], [-15.614, 2.121, -13.026], [-15.700, 3.778, -15.099], [-16.860, 2.556, -15.032], [-16.198, -3.834, -18.218], [-17.511, -4.228, -18.888], [-18.708, -4.094, -17.965], [-18.581, -5.155, -17.021], [-19.509, -5.112, -15.975], [-17.702, -3.513, -20.146], [-15.929, -4.294, -17.265], [-16.028, -2.753, -18.196], [-15.361, -4.171, -18.848], [-17.382, -5.291, -19.109], [-19.675, -4.159, -18.465], [-18.627, -3.175, -17.369], [-20.546, -5.211, -16.313], [-19.400, -4.190, -15.393], [-19.388, -5.938, -15.274], [-17.667, -2.512, -19.932], [-16.873, -3.569, -20.736], [-8.911, -4.418, -18.200], [-9.052, -5.044, -19.578], [-8.688, -6.538, -19.609], [-7.397, -6.688, -18.995], [-6.322, -6.339, -19.852], [-10.442, -4.758, -20.014], [-9.243, -3.380, -18.130], [-7.865, -4.332, -17.898], [-9.425, -4.985, -17.418], [-8.313, -4.529, -20.191], [-8.607, -6.958, -20.615], [-9.410, -7.119, -19.039], [-6.163, -7.160, -20.558], [-5.445, -6.291, -19.207], [-6.420, -5.390, -20.379], [-11.026, -5.249, -19.328], [-10.666, -5.262, -20.874], [-13.297, -7.870, -17.896], [-13.156, -6.618, -17.050], [-13.644, -6.884, -15.596], [-14.866, -7.573, -15.538], [-15.984, -6.795, -15.913], [-11.763, -6.162, -17.064], [-12.907, -7.731, -18.905], [-14.345, -8.154, -17.943], [-12.683, -8.665, -17.467], [-13.757, -5.755, -17.352], [-13.744, -5.904, -15.105], [-12.904, -7.490, -15.070], [-16.859, -7.399, -16.142], [-15.757, -6.353, -16.890], [-16.209, -6.018, -15.180], [-11.090, -6.911, -16.953], [-11.622, -5.497, -16.308], [-9.973, -6.000, -13.690], [-10.770, -5.300, -12.593], [-10.165, -3.938, -12.236], [-8.770, -4.110, -12.003], [-8.444, -4.614, -10.721], [-12.167, -5.185, -13.059], [-8.914, -6.013, -13.399], [-10.001, -5.468, -14.647], [-10.176, -7.055, -13.871], [-10.674, -5.951, -11.720], [-10.569, -3.406, -11.374], [-10.206, -3.275, -13.108], [-9.098, -4.292, -9.905], [-7.468, -4.236, -10.416], [-8.409, -5.703, -10.791], [-12.562, -6.102, -13.207], [-12.158, -4.645, -13.909], [-13.265, -3.538, -20.713], [-13.200, -3.109, -19.854], [-12.452, -4.057, -20.779], [-12.964, 1.461, -18.202], [-12.449, 0.993, -18.897], [-12.745, 2.397, -18.307], [-15.640, 0.155, -18.517], [-15.597, -0.416, -19.298], [-16.435, 0.699, -18.631], [-12.104, -0.290, -20.330], [-12.469, -0.797, -19.584], [-11.376, -0.825, -20.665]], "forces_ev_per_angstrom": [[-0.90, 2.00, 0.28], [-0.26, 0.91, -0.78], [0.39, 0.64, -1.27], [-0.59, -0.17, 0.19], [-0.76, 0.07, -0.47], [0.21, 0.36, 1.86], [0.02, -0.29, -0.27], [0.14, 0.38, 0.25], [-0.26, -0.20, 0.37], [0.26, 0.39, 0.09], [0.18, -1.46, -2.08], [0.63, 0.40, 0.05], [-0.60, -0.10, -0.44], [1.45, -2.52, 0.73], [-0.08, 0.16, 0.02], [-0.17, 0.10, -0.11], [0.49, 0.02, 0.37], [-0.01, -0.53, 0.10], [1.34, -0.01, -0.36], [0.66, -0.36, -0.03], [0.38, -0.37, 0.96], [0.26, -0.55, -0.13], [-0.58, 0.18, 0.43], [0.20, 0.92, 0.03], [-0.71, 0.20, 0.26], [-0.39, 0.16, 0.36], [-0.21, -0.06, -0.29], [-0.43, -0.03, -0.16], [0.06, 0.14, -0.25], [-0.26, 0.37, -0.35], [0.01, 0.28, -0.25], [-0.12, 0.12, -0.05], [0.54, -0.13, -0.26], [-0.54, -0.09, 0.06], [-0.08, -0.68, 0.03], [0.74, 0.02, 0.86], [-0.46, 0.38, 0.00], [1.16, 0.59, 0.54], [-0.63, 0.13, -0.05], [0.25, -0.78, 0.41], [-0.13, -0.78, -0.10], [-0.42, -0.08, -0.50], [0.02, -0.42, -0.05], [-0.02, -0.04, -0.14], [-0.40, 0.16, -0.47], [-0.40, 0.21, -0.23], [0.02, -0.10, 0.17], [0.04, 0.19, -0.25], [0.04, 0.09, -0.09], [-0.21, 0.03, 0.02], [0.00, 0.26, 0.11], [0.39, 0.10, -0.13], [0.07, 0.50, -0.25], [0.28, -0.17, 0.93], [-0.14, -0.01, -0.68], [-0.24, -0.50, 0.53], [0.47, 0.25, -1.16], [-0.23, 0.56, -0.13], [-0.17, 0.24, -0.05], [0.08, -0.33, -0.04], [-0.28, -0.13, 0.22], [-0.04, -0.27, -0.76], [0.07, -0.02, 0.19], [-0.02, -0.06, 0.05], [0.09, -0.35, 0.60], [-0.20, 0.40, 0.17], [-0.06, 0.03, 0.04], [-0.12, -0.15, 0.18], [0.25, -0.13, -0.05], [1.82, 0.19, 0.15], [-0.44, -0.67, -0.81], [1.15, -0.41, -0.41], [-0.15, 0.81, 0.25], [0.32, -0.21, 0.06], [0.21, 0.69, 1.53], [-0.08, 0.13, -0.15], [-0.18, 0.08, 0.05], [-0.71, 0.09, 0.18], [-0.58, 0.14, 0.18], [-0.61, -0.31, 0.00], [-0.19, 0.04, -0.05], [-0.46, -0.06, -0.32], [0.16, -0.11, -0.40], [0.01, -0.07, 0.42], [-0.07, 0.08, -0.23], [-0.09, -0.29, -0.28], [-0.12, -0.15, 0.03], [0.02, 0.10, -0.04], [0.03, 0.24, 0.06], [0.54, -0.25, 0.07], [-0.14, 0.00, -0.01], [-0.33, -0.04, 0.21], [-0.54, -0.23, -0.11], [0.28, -0.02, 0.22], [0.29, 0.18, 0.25], [0.00, 0.27, 0.44], [-0.11, -0.41, -0.07], [-0.06, 0.09, -0.04]], "spin_multiplicity": 3, "lumo_energy_ev": [-3.9055, -7.0646], "orbital_gap_ev": [7.4, 4.2], "total_charge": 1, "e_homo_ev": [-11.26, -11.23]}

***

Entry 2:
{"formula": "C20H60O10", "method": "wB97M-V/def2-TZVPD", "species": ["C", "C", "O", "H", "H", "H", "H", "H", "H", "C", "C", "O", "H", "H", "H", "H", "H", "H", "C", "C", "O", "H", "H", "H", "H", "H", "H", "C", "C", "O", "H", "H", "H", "H", "H", "H", "C", "C", "O", "H", "H", "H", "H", "H", "H", "C", "C", "O", "H", "H", "H", "H", "H", "H", "C", "C", "O", "H", "H", "H", "H", "H", "H", "C", "C", "O", "H", "H", "H", "H", "H", "H", "C", "C", "O", "H", "H", "H", "H", "H", "H", "C", "C", "O", "H", "H", "H", "H", "H", "H"], "positions_angstrom": [[1.071, -0.273, -0.930], [0.650, -1.074, 0.306], [-0.708, -1.338, 0.234], [0.750, -0.846, -1.800], [2.122, -0.007, -1.046], [0.569, 0.694, -0.943], [0.896, -0.459, 1.172], [1.175, -2.024, 0.204], [-1.006, -1.324, 1.146], [8.108, 2.570, -1.979], [8.992, 3.345, -0.961], [10.366, 3.394, -1.291], [7.778, 3.258, -2.757], [7.122, 2.320, -1.587], [8.570, 1.700, -2.447], [8.929, 2.824, -0.006], [8.630, 4.332, -0.672], [10.691, 4.191, -0.865], [-3.238, -1.393, -4.999], [-3.043, -2.464, -6.033], [-4.098, -2.373, -6.965], [-2.487, -1.488, -4.214], [-4.138, -1.422, -4.384], [-3.177, -0.380, -5.396], [-3.108, -3.411, -5.498], [-2.082, -2.453, -6.546], [-3.853, -2.753, -7.811], [-3.186, 3.920, -1.251], [-3.875, 3.246, -0.060], [-3.890, 4.122, 1.075], [-2.237, 4.382, -0.979], [-3.707, 4.786, -1.661], [-3.030, 3.263, -2.106], [-3.266, 2.370, 0.162], [-4.898, 2.942, -0.283], [-2.998, 4.177, 1.425], [3.201, 6.508, 1.089], [4.056, 5.316, 1.500], [3.234, 4.147, 1.284], [3.090, 6.452, 0.006], [3.795, 7.414, 1.210], [2.225, 6.539, 1.574], [4.304, 5.339, 2.561], [4.931, 5.211, 0.858], [3.812, 3.383, 1.346], [5.943, -1.777, -4.569], [5.081, -3.031, -4.639], [5.704, -3.853, -5.629], [5.831, -1.151, -5.455], [6.996, -1.991, -4.385], [5.574, -1.160, -3.749], [4.048, -2.867, -4.944], [5.009, -3.537, -3.675], [5.090, -4.548, -5.877], [-0.848, -6.899, -3.348], [-0.447, -5.602, -2.662], [-1.603, -5.191, -1.932], [-1.377, -7.555, -2.656], [-0.009, -7.550, -3.592], [-1.474, -6.643, -4.203], [-0.056, -4.807, -3.297], [0.315, -5.798, -1.908], [-1.472, -4.298, -1.605], [-1.921, 2.809, 5.662], [-1.019, 2.389, 4.516], [-0.598, 3.569, 3.821], [-1.350, 3.374, 6.399], [-2.298, 1.979, 6.260], [-2.744, 3.393, 5.251], [-1.548, 1.690, 3.868], [-0.174, 1.839, 4.931], [0.169, 3.368, 3.281], [-6.813, -0.255, 2.746], [-6.770, 0.654, 4.005], [-6.282, -0.166, 5.001], [-7.302, 0.363, 1.993], [-7.378, -1.160, 2.969], [-5.833, -0.583, 2.400], [-7.723, 1.142, 4.209], [-5.981, 1.385, 3.826], [-6.314, 0.284, 5.849], [-3.344, -4.746, 5.716], [-2.566, -3.403, 5.473], [-3.058, -2.614, 4.440], [-3.045, -5.271, 6.624], [-3.213, -5.415, 4.865], [-4.407, -4.611, 5.915], [-1.508, -3.561, 5.264], [-2.562, -2.797, 6.379], [-3.766, -2.064, 4.782]], "forces_ev_per_angstrom": [[-0.61, 0.34, -0.21], [1.73, 0.70, -1.43], [-1.21, 0.12, 0.36], [0.06, 0.16, -0.19], [0.19, -0.54, 0.37], [-0.33, -0.04, -0.05], [0.21, -0.50, 0.38], [0.44, -0.06, 0.84], [-0.52, -0.22, -0.08], [-0.12, 1.60, -0.20], [-0.68, -1.37, 0.97], [-0.04, 0.28, -0.60], [0.53, 0.03, -0.50], [0.28, -0.41, 0.68], [0.16, 0.11, 0.32], [-0.12, -0.43, 0.21], [-0.36, 0.26, -0.76], [0.35, -0.06, -0.13], [0.65, 0.85, 0.85], [-0.58, -0.47, 0.44], [-0.53, 0.18, -0.50], [0.49, 0.04, -0.16], [-0.48, -0.49, -0.64], [0.08, -0.04, -0.18], [0.08, -0.38, -0.07], [0.19, 0.40, 0.18], [0.10, -0.09, 0.10], [-0.26, 0.68, -0.44], [1.12, 0.67, -0.23], [-0.50, -0.31, -0.25], [0.30, -0.49, 0.29], [-0.61, -0.06, 0.20], [0.08, -0.29, 0.17], [-0.27, -0.35, 0.19], [0.07, 0.12, 0.11], [0.11, 0.01, 0.02], [1.08, -0.15, -0.69], [-1.32, -0.51, -0.07], [0.14, 0.06, 0.01], [-0.46, -0.15, -0.04], [-0.28, 0.22, 0.50], [0.25, 0.06, 0.09], [0.36, 0.22, 0.00], [0.26, 0.35, 0.21], [-0.06, -0.14, 0.02], [-0.95, 0.36, 0.50], [0.60, -0.03, -0.66], [-0.09, -0.27, 0.12], [0.15, -0.28, -0.18], [-0.13, -0.20, -0.11], [0.11, 0.08, 0.21], [-0.08, 0.58, -0.02], [0.34, -0.12, 0.19], [0.04, -0.12, -0.04], [0.30, 0.08, 0.04], [-0.10, -0.71, 1.29], [-0.28, 0.35, -0.35], [-0.48, 0.48, 0.15], [0.29, 0.48, -0.61], [0.04, -0.48, -0.07], [-0.22, -0.11, -0.43], [0.44, -0.15, -0.08], [0.01, 0.11, 0.09], [0.25, 0.12, 0.09], [0.01, -0.09, 0.47], [-0.26, -0.30, 0.20], [-0.03, 0.46, -0.25], [-0.18, -0.31, -0.46], [-0.05, 0.07, 0.30], [-0.11, 0.08, -0.31], [0.31, 0.05, -0.07], [0.06, -0.07, -0.05], [-0.65, 0.95, 0.59], [1.28, -0.50, -2.11], [0.07, -1.11, 1.95], [-0.01, -0.45, -0.43], [-0.26, 0.14, -0.11], [0.09, 0.33, 0.17], [-0.11, -0.17, 0.11], [-0.35, 0.73, -0.25], [0.04, 0.03, 0.09], [0.39, 0.64, -0.08], [-0.11, -0.84, 1.33], [-0.42, 0.32, -0.95], [0.66, 0.08, -0.04], [-0.11, 0.02, 0.02], [-0.12, 0.44, -0.48], [-0.04, -0.46, -0.14], [-0.09, -0.15, 0.41], [-0.20, 0.01, -0.11]], "de_lowest_kj_mol": 322.5, "lumo_energy_ev": 0.1044, "orbital_gap_ev": 10.2, "total_charge": 0, "e_homo_ev": -10.10}